{
  "formula": "C37H48F5GeN4O2SSi3Ti",
  "method": "wB97M-V/def2-TZVPD",
  "e_homo_ev": [-12.8, -12.8],
  "total_charge": 2,
  "spin_multiplicity": 2,
  "energy_ev": -176873.5041,
  "homo_lumo_gap_ha": [0.171, 0.171],
  "s2": 0.778,
  "elements": ["Ti", "C", "O", "C", "C", "C", "C", "C", "C", "N", "N", "C", "C", "O", "C", "C", "C", "C", "C", "C", "C", "C", "H", "H", "H", "H", "H", "H", "H", "H", "H", "H", "H", "H", "H", "C", "C", "C", "C", "N", "N", "C", "H", "H", "H", "H", "H", "H", "H", "H", "C", "Si", "C", "C", "Ge", "Si", "C", "C", "C", "Si", "C", "C", "C", "H", "H", "H", "H", "H", "H", "H", "H", "H", "H", "H", "H", "H", "H", "H", "H", "H", "H", "H", "H", "H", "H", "H", "H", "H", "H", "H", "F", "C", "C", "F", "C", "F", "C", "S", "C", "F", "C", "F"],
  "xyz": [[-1.228, 0.169, -0.366], [-4.171, -0.496, 0.701], [-2.788, -0.257, 1.055], [-2.164, -1.354, 1.818], [-2.805, -1.785, 3.009], [-2.262, -2.924, 3.611], [-1.076, -3.577, 3.196], [-0.523, -3.159, 1.988], [-1.107, -2.097, 1.269], [-0.752, -1.611, 0.013], [-0.393, -2.504, -0.956], [-1.337, -2.662, -1.915], [-2.493, -1.772, -2.146], [-2.476, -0.517, -1.675], [-3.556, -2.189, -2.957], [-3.578, -3.429, -3.562], [-2.422, -4.262, -3.414], [-2.310, -5.505, -4.090], [-1.168, -6.288, -4.028], [-0.162, -5.950, -3.130], [-0.255, -4.759, -2.421], [-1.311, -3.898, -2.660], [-4.261, -1.584, 0.595], [-4.806, -0.260, 1.565], [-4.383, 0.119, -0.216], [-3.691, -1.294, 3.431], [-2.801, -3.368, 4.444], [-0.709, -4.436, 3.780], [0.406, -3.605, 1.619], [-4.423, -1.565, -3.074], [-4.423, -3.816, -4.207], [-3.213, -5.811, -4.613], [-1.038, -7.168, -4.637], [0.733, -6.509, -3.023], [0.505, -4.418, -1.692], [2.435, 1.206, 3.631], [1.152, 1.369, 2.841], [0.193, 2.450, 2.930], [-0.768, 2.323, 1.939], [-0.451, 1.201, 1.197], [0.705, 0.643, 1.782], [-2.029, 3.111, 1.764], [2.243, 1.569, 4.620], [3.225, 1.845, 3.111], [2.802, 0.187, 3.530], [0.185, 3.214, 3.724], [1.240, -0.032, 1.273], [-1.863, 4.168, 1.380], [-2.550, 3.150, 2.727], [-2.655, 2.557, 1.041], [1.286, 1.547, -5.425], [0.236, 0.634, -4.131], [0.539, -1.226, -4.200], [-1.626, 0.871, -4.378], [0.614, 1.376, -1.812], [0.043, 3.727, -2.036], [-1.797, 4.214, -2.182], [0.576, 4.509, -3.692], [1.043, 4.709, -0.737], [2.887, 0.832, -1.217], [2.863, -0.826, -0.361], [4.009, 0.587, -2.702], [3.607, 2.063, -0.039], [1.143, 1.083, -6.409], [2.377, 1.616, -5.156], [0.929, 2.560, -5.525], [-0.279, -1.851, -4.611], [0.767, -1.615, -3.187], [1.444, -1.451, -4.755], [-1.872, 1.744, -5.022], [-2.215, 0.929, -3.449], [-1.952, -0.034, -4.906], [-2.091, 4.180, -3.268], [-1.964, 5.216, -1.791], [-2.442, 3.504, -1.640], [-0.154, 4.229, -4.503], [1.616, 4.328, -4.045], [0.483, 5.597, -3.501], [0.545, 5.544, -0.193], [1.973, 5.070, -1.236], [1.316, 4.016, 0.116], [1.870, -1.307, -0.325], [3.312, -0.754, 0.622], [3.508, -1.524, -0.900], [3.943, -0.447, -3.053], [5.063, 0.844, -2.494], [3.732, 1.243, -3.541], [3.971, 1.560, 0.891], [2.691, 2.639, 0.272], [4.374, 2.761, -0.407], [0.726, 1.506, 9.624], [1.270, 0.885, 8.581], [2.604, 0.553, 8.627], [3.273, 0.964, 9.696], [3.163, -0.190, 7.606], [4.447, -0.622, 7.605], [2.384, -0.546, 6.509], [3.009, -1.594, 5.357], [1.070, 0.021, 6.407], [0.345, -0.367, 5.367], [0.553, 0.819, 7.394], [-0.639, 1.456, 7.355]],
  "forces_ev_per_angstrom": [[0.8134, -0.3809, -0.5430], [-0.3247, -0.2468, 0.1907], [1.1183, -1.1370, 0.8848], [-2.0818, -0.0006, 0.9842], [1.1977, -0.2787, -0.7956], [-0.0752, -0.2483, 0.5427], [-1.0893, 0.6290, -0.6280], [0.5724, 0.0616, 0.1854], [-0.4408, 0.5582, 1.0397], [0.8677, 1.3694, -1.1588], [-2.9677, -0.8003, -1.3653], [1.5223, 0.7391, 1.9112], [0.2060, 2.4928, 0.3693], [-0.0950, -2.5346, -0.8258], [-0.8317, -0.4319, -0.0233], [0.6042, -0.3748, -0.1010], [0.2843, -1.5171, -1.1602], [-0.8598, 0.4022, 0.0800], [-0.1027, 0.0354, 0.2124], [-0.2689, 1.1553, -0.0593], [0.5520, -0.0069, 0.0439], [0.5171, 0.2733, 0.8569], [-0.2533, 0.3086, -0.7057], [0.1085, 0.4293, -0.4359], [-0.0217, -0.8313, 1.0545], [0.4724, -0.2120, -0.3232], [0.1566, 0.3031, 0.0763], [-0.0428, 0.6223, -0.5297], [-0.4534, 0.0410, -0.0875], [0.0078, 0.5067, 0.0415], [0.9593, 0.7534, 0.9269], [0.3789, -0.2311, -0.3154], [-0.3046, -0.1499, -0.0244], [0.4486, -0.7329, 0.0021], [-0.4027, -0.5478, -0.7490], [0.0998, 0.5611, -2.7406], [-1.9043, 1.8586, -1.0947], [1.0582, -0.4595, 1.0958], [1.2533, -1.4865, 0.2129], [1.0128, 0.5979, 1.5687], [-0.5863, 1.6725, 0.7684], [0.1438, 0.2893, -0.8919], [0.2779, -0.0921, 0.5644], [-1.0172, -0.5083, 0.8135], [-0.1252, -0.0028, 0.5612], [0.0887, -0.5132, -0.6106], [0.1663, -0.5081, -0.3246], [-0.0731, -1.3636, 0.4777], [0.0364, 0.1017, -0.2668], [-0.0278, 0.5007, 0.2776], [0.4228, -0.3119, 0.5029], [-0.0767, 0.1940, 0.3917], [0.1790, -0.6755, 0.6613], [-0.1848, 0.3664, -0.5309], [-0.4987, -0.1015, -0.9894], [0.2721, 1.3587, -0.6538], [-0.1502, -1.1562, -0.2484], [0.1583, -0.4042, -0.5013], [0.0440, -0.6188, 1.2789], [0.5789, -0.1905, -0.5511], [-0.3875, -0.7492, -0.0440], [-0.0763, 0.5070, -0.6064], [-0.8672, 0.6731, 1.3479], [0.2668, -0.0893, 0.2017], [-1.0814, -0.2945, -0.3979], [-0.1116, 0.3867, 0.0191], [0.3185, 0.4551, 0.0644], [-0.1917, 0.1707, -0.4063], [0.1184, -0.0204, -0.3556], [0.1135, -0.5125, 0.4386], [0.3298, 0.1472, -0.4164], [-0.1839, 0.1896, -0.0783], [0.2543, 0.0486, 1.1154], [-0.0179, 0.0817, -0.0026], [-0.1245, 0.3453, -0.1061], [0.8262, 0.3352, 0.7086], [-0.6838, 0.0618, 0.2336], [-0.0444, -0.4043, -0.1740], [0.1784, -0.3202, -0.8389], [-0.5970, -0.2131, 0.5342], [-0.0198, 0.7173, -0.9505], [0.3706, 0.1033, 0.1752], [-0.1027, -0.0463, 0.4598], [-0.0358, 0.0130, -0.0845], [0.0934, 0.1421, -0.0280], [-0.4104, -0.2865, 0.1966], [0.0333, -0.1994, 0.1735], [-0.0217, 0.3306, -0.7595], [1.1301, -0.1160, -0.0175], [-0.3632, -0.2749, 0.0552], [0.3041, -0.2531, -0.5625], [-0.3783, 1.5167, 0.3030], [0.9310, -0.3322, 0.7846], [0.2386, -0.3820, -0.1301], [1.3598, -0.2830, 0.2608], [-1.4131, 0.8354, 0.6405], [-0.8741, 0.3069, -0.3781], [-0.0149, -0.4788, -0.3675], [0.5694, -0.7825, 0.0728], [-0.4339, 0.4573, -0.3201], [-1.0122, -0.0709, 0.2297], [0.6920, -0.8414, -0.3326]]
}